Below is a molecular structure, C40H43BaN9O8 at a distorted geometry, with properties calculated with wB97M-V/def2-TZVPD.

Geometry as ORCA input:
```
! wB97M-V def2-TZVPD RIJCOSX def2/J DEFGRID3
* xyz -2 1
Ba 0.207 0.187 0.853
O -4.070 2.721 0.350
C -3.145 1.837 0.796
O -2.294 2.140 1.581
C -3.344 0.448 0.220
C -4.470 0.110 -0.492
C -4.634 -1.233 -0.838
C -3.675 -2.143 -0.473
C -2.504 -1.681 0.145
N -2.370 -0.408 0.508
C -1.359 -2.644 0.600
O -1.963 -3.301 1.759
O -0.245 -2.060 0.936
H -3.803 3.565 0.747
H -5.210 0.856 -0.744
H -5.503 -1.552 -1.399
H -3.789 -3.192 -0.707
H -2.907 -3.407 1.596
O -2.566 -2.241 -3.383
C -1.743 -2.273 -2.444
O -1.042 -1.347 -1.975
C -1.566 -3.633 -1.763
C -1.666 -4.767 -2.530
C -1.255 -6.009 -2.061
C -0.591 -6.080 -0.798
C 0.011 -7.264 -0.339
C 0.681 -7.320 0.867
C 0.772 -6.166 1.643
C 0.188 -4.980 1.220
C -0.514 -4.917 0.010
N -1.150 -3.742 -0.431
H -2.046 -4.622 -3.532
H -1.325 -6.898 -2.675
H -0.059 -8.144 -0.970
H 1.134 -8.247 1.200
H 1.301 -6.181 2.589
H 0.274 -4.092 1.826
N -1.020 2.984 -0.948
C -1.602 2.891 -1.942
N -2.177 2.800 -3.150
C -1.453 3.467 -4.239
C -1.801 4.939 -4.246
O -3.211 5.120 -4.369
C -3.909 4.516 -3.288
C -3.623 3.029 -3.205
H -1.775 3.000 -5.172
H -0.385 3.295 -4.110
H -1.343 5.450 -5.092
H -1.448 5.406 -3.318
H -4.970 4.696 -3.464
H -3.619 4.999 -2.345
H -4.003 2.516 -4.090
H -4.080 2.592 -2.319
C 1.409 0.320 5.695
C 0.429 0.440 4.497
C -0.319 1.780 4.661
C -0.589 -0.707 4.584
N 1.065 0.359 3.220
H 0.911 0.341 6.676
H 2.125 1.146 5.651
H 1.966 -0.616 5.599
H -0.851 1.839 5.621
H -1.040 1.910 3.851
H 0.396 2.608 4.610
H -1.072 -0.727 5.570
H -0.097 -1.667 4.410
H -1.363 -0.600 3.818
C 1.282 0.857 -2.907
C 1.851 1.129 -1.488
O 2.995 1.647 -1.563
H 2.027 1.052 -3.694
H 0.415 1.517 -3.051
H 0.879 -0.158 -2.983
N 6.143 -4.267 0.514
C 5.137 -3.338 0.212
C 5.425 -2.161 -0.472
C 4.384 -1.297 -0.782
N 3.116 -1.516 -0.454
C 2.850 -2.647 0.207
C 3.811 -3.584 0.548
H 7.061 -3.864 0.604
H 5.919 -4.872 1.288
H 6.443 -1.923 -0.764
H 4.566 -0.367 -1.318
H 1.809 -2.815 0.470
H 3.521 -4.490 1.070
N 3.917 3.677 0.315
C 3.332 2.518 0.763
N 2.134 2.682 1.225
C 1.857 4.029 1.011
C 0.703 4.753 1.284
C 0.680 6.101 0.956
C 1.785 6.724 0.359
C 2.945 6.012 0.081
C 2.956 4.665 0.417
H 4.710 3.693 -0.299
H 3.877 1.589 0.794
H -0.158 4.256 1.715
H -0.214 6.682 1.150
H 1.735 7.779 0.114
H 3.797 6.492 -0.387
*
```

Computed properties:
- DFT total energy (a.u.) = -2670.263002
- ΔE to the lowest compared entry with this formula, charge and spin (kJ/mol) = 295.1

---

Below is C3H4N2OS in the gas phase at a distorted geometry, with properties calculated with wB97M-V/def2-TZVPD.

Geometry as ORCA input:
```
! wB97M-V def2-TZVPD RIJCOSX def2/J DEFGRID3
* xyz 0 1
O -2.024 1.678 1.903
C -0.974 1.081 1.978
N -0.454 0.269 0.949
C -0.981 0.414 -0.237
N -0.438 -0.186 -1.344
C 0.777 -0.828 -1.638
S 2.008 -1.187 -0.669
H -0.314 1.175 2.923
H -1.961 0.949 -0.458
H -1.074 -0.029 -2.099
H 0.724 -1.124 -2.733
*
```

Computed properties:
- DFT total energy (a.u.) = -699.614903
- ΔE to the lowest compared entry with this formula, charge and spin (kJ/mol) = 150.3
- structure (SMILES) = O=C/N=C/NC=S

---

Below is C5H6O2 in the gas phase at a distorted geometry, with properties calculated with wB97M-V/def2-TZVPD.

Geometry as ORCA input:
```
! wB97M-V def2-TZVPD RIJCOSX def2/J DEFGRID3
* xyz 0 1
C 0.985 -1.475 1.017
C 0.111 -0.770 -0.042
C -0.703 -0.887 -1.127
C -0.093 0.495 -0.797
C -0.853 1.430 0.137
O -1.462 1.164 1.142
O -0.545 2.743 -0.180
H 1.978 -1.647 0.471
H 0.498 -2.348 1.431
H 1.121 -0.813 2.017
H -1.583 -1.578 -1.451
H 0.644 0.789 -1.695
H -0.098 2.897 -0.923
*
```

Computed properties:
- DFT total energy (a.u.) = -344.471890
- ΔE to the lowest compared entry with this formula, charge and spin (kJ/mol) = 341.4
- structure (SMILES) = CC1=C[C@H]1C(=O)O

---

Below is 2 unconnected molecules or ions with the total composition C22H20F2NO6S at a distorted geometry, with properties calculated with wB97M-V/def2-TZVPD.

Geometry as ORCA input:
```
! wB97M-V def2-TZVPD RIJCOSX def2/J DEFGRID3
* xyz -1 1
C -3.424 2.299 -2.121
C -2.440 1.216 -2.483
O -2.226 0.251 -1.411
C -1.096 -0.507 -1.548
C -0.823 -1.491 -0.476
C -0.998 -1.067 0.904
O -1.162 -1.842 1.846
O -1.052 0.283 1.151
C -1.907 0.558 2.281
C -2.073 2.041 2.484
C -1.098 -2.851 -0.863
C -1.091 -3.929 0.079
C -1.435 -5.240 -0.275
C -1.681 -5.558 -1.632
C -1.826 -4.515 -2.546
C -1.537 -3.195 -2.185
O -0.392 -0.358 -2.544
H -3.355 3.014 -2.945
H -4.467 1.967 -2.025
H -3.102 2.832 -1.238
H -2.787 0.686 -3.391
H -1.454 1.656 -2.658
H -2.882 0.113 2.027
H -1.482 0.040 3.157
H -2.271 2.206 3.545
H -1.185 2.619 2.218
H -2.961 2.415 1.960
H -0.910 -3.651 1.111
H -1.495 -6.014 0.510
H -1.812 -6.604 -1.942
H -2.188 -4.720 -3.560
H -1.726 -2.409 -2.925
F 6.504 -2.212 2.042
C 5.937 -1.043 1.593
F 6.334 -0.844 0.285
S 4.113 -1.328 1.757
N 3.553 0.197 1.121
C 2.458 0.170 0.209
O 1.984 -0.860 -0.245
C 2.066 1.606 0.082
C 2.723 2.332 1.070
C 2.363 3.647 1.370
C 1.325 4.223 0.624
C 0.736 3.508 -0.436
C 1.107 2.192 -0.740
C 3.770 1.463 1.702
O 4.634 1.808 2.498
H 6.254 -0.154 2.172
H 2.892 4.177 2.167
H 0.967 5.229 0.853
H -0.041 3.966 -1.027
H 0.660 1.678 -1.599
*
```

Computed properties:
- DFT total energy (a.u.) = -1954.511892
- ΔE to the lowest compared entry with this formula, charge and spin (kJ/mol) = 56.7

---

> Which of these has the highest DFT total energy?

C5H6O2

---

What did the fourth record say?
Below is 2 unconnected molecules or ions with the total composition C22H20F2NO6S at a distorted geometry, with properties calculated with wB97M-V/def2-TZVPD.

Geometry as ORCA input:
```
! wB97M-V def2-TZVPD RIJCOSX def2/J DEFGRID3
* xyz -1 1
C -3.424 2.299 -2.121
C -2.440 1.216 -2.483
O -2.226 0.251 -1.411
C -1.096 -0.507 -1.548
C -0.823 -1.491 -0.476
C -0.998 -1.067 0.904
O -1.162 -1.842 1.846
O -1.052 0.283 1.151
C -1.907 0.558 2.281
C -2.073 2.041 2.484
C -1.098 -2.851 -0.863
C -1.091 -3.929 0.079
C -1.435 -5.240 -0.275
C -1.681 -5.558 -1.632
C -1.826 -4.515 -2.546
C -1.537 -3.195 -2.185
O -0.392 -0.358 -2.544
H -3.355 3.014 -2.945
H -4.467 1.967 -2.025
H -3.102 2.832 -1.238
H -2.787 0.686 -3.391
H -1.454 1.656 -2.658
H -2.882 0.113 2.027
H -1.482 0.040 3.157
H -2.271 2.206 3.545
H -1.185 2.619 2.218
H -2.961 2.415 1.960
H -0.910 -3.651 1.111
H -1.495 -6.014 0.510
H -1.812 -6.604 -1.942
H -2.188 -4.720 -3.560
H -1.726 -2.409 -2.925
F 6.504 -2.212 2.042
C 5.937 -1.043 1.593
F 6.334 -0.844 0.285
S 4.113 -1.328 1.757
N 3.553 0.197 1.121
C 2.458 0.170 0.209
O 1.984 -0.860 -0.245
C 2.066 1.606 0.082
C 2.723 2.332 1.070
C 2.363 3.647 1.370
C 1.325 4.223 0.624
C 0.736 3.508 -0.436
C 1.107 2.192 -0.740
C 3.770 1.463 1.702
O 4.634 1.808 2.498
H 6.254 -0.154 2.172
H 2.892 4.177 2.167
H 0.967 5.229 0.853
H -0.041 3.966 -1.027
H 0.660 1.678 -1.599
*
```

Computed properties:
- DFT total energy (a.u.) = -1954.511892
- ΔE to the lowest compared entry with this formula, charge and spin (kJ/mol) = 56.7

---

> What is the ΔE to the lowest compared entry with this formula, charge and spin in the second record?

150.3 kJ/mol